1.
Computed, not measured: the molecule C6H6, with ωB97M-V/def2-TZVPD.

Output
gap between HOMO and LUMO	10.99	eV
HOMO	-10.02	eV
energy relative to the best compared isomer or geometry (same formula, charge and spin)	356.6	kJ/mol
total energy	-232.0905	Ha
SMILES	C#CCCC#C

Element x y z (Å)
C (0.0786, 0.1361, 3.0062)
C (0.1946, -0.2182, 1.8612)
C (0.3040, -0.5915, 0.4483)
C (0.0551, 0.6282, -0.4605)
C (0.0239, 0.2742, -1.8818)
C (-0.0250, -0.0233, -3.0475)
H (-0.0256, 0.4446, 4.0232)
H (-0.4240, -1.3763, 0.2142)
H (1.2965, -1.0092, 0.2443)
H (-0.8985, 1.0910, -0.1831)
H (0.8327, 1.3781, -0.2773)
H (-0.0753, -0.2772, -4.0835)

Atoms 1-3, force components in eV/Å:
C 0.049 -0.136 -0.436
C -0.048 0.133 0.470
C 0.004 -0.063 -0.022

***

2.
Computed, not measured: C17H29ClNO2P2Y as an isolated structure, with ωB97M-V/def2-TZVPD.

Output
gap between HOMO and LUMO	6.92	eV
HOMO	-6.80	eV
total energy	-2051.6737	Ha

Element x y z (Å)
C (-3.7583, -1.8094, 0.8424)
C (-2.4158, -1.4330, 0.7771)
N (-2.0711, -0.1346, 0.5794)
C (-3.0258, 0.7941, 0.3270)
C (-4.3770, 0.4757, 0.4184)
C (-4.7510, -0.8404, 0.6942)
C (-1.3759, -2.5270, 0.8980)
P (0.2983, -1.9546, 1.4212)
Y (0.2211, 0.6971, 0.7666)
P (-1.0206, 2.4853, -0.8359)
C (-2.6487, 2.2531, 0.0225)
C (2.4650, 0.8105, -0.2324)
C (3.2892, 0.8807, 0.8807)
C (4.6582, 1.1227, 0.6612)
C (5.1375, 1.2847, -0.6444)
C (4.2647, 1.2271, -1.7425)
C (2.8903, 0.9862, -1.5307)
O (-0.5957, -3.7642, -1.4917)
O (1.3387, -1.9619, -2.2342)
H (-3.9921, -2.8544, 1.0217)
H (-5.1107, 1.2764, 0.3067)
H (-5.7970, -1.1069, 0.7992)
C (0.2784, -1.9146, 3.2489)
C (1.6282, -3.1297, 1.0089)
H (-3.4092, 2.6936, -0.6497)
H (-2.5966, 2.8158, 0.9654)
H (-1.1927, -3.0269, -0.1120)
H (-1.7220, -3.2786, 1.6265)
C (-0.3643, 4.1446, -0.3841)
C (-1.4094, 2.5935, -2.6062)
H (2.9128, 0.7743, 1.9044)
H (5.3249, 1.1871, 1.5246)
H (6.1912, 1.4780, -0.8092)
H (4.6205, 1.3677, -2.7655)
H (2.2061, 0.9584, -2.3836)
H (0.8472, -1.1751, -1.7786)
H (2.2676, -1.7040, -2.1567)
H (0.1283, -3.1503, -1.7958)
H (-1.2229, -3.8126, -2.2172)
H (0.2769, -0.2029, -1.0155)
H (0.2069, -2.9255, 3.6773)
H (1.2067, -1.4145, 3.5753)
H (-0.5568, -1.2803, 3.5825)
H (1.4974, -4.1152, 1.4722)
H (1.7076, -3.2246, -0.0838)
H (2.5734, -2.6774, 1.3555)
H (-2.0238, 3.4695, -2.8650)
H (-0.4502, 2.6175, -3.1536)
H (-1.9210, 1.6609, -2.8936)
H (-0.9994, 4.9661, -0.7545)
H (-0.2403, 4.2054, 0.7088)
H (0.6463, 4.2207, -0.8219)
Cl (-0.0354, 1.9718, 2.8915)

Atoms 1-3, force components in eV/Å:
C -0.200 0.447 -0.065
C -0.080 0.349 0.033
N -0.481 -0.175 -0.447

***

3.
Computed, not measured: an isolated ion of composition C2H6NO and charge -1, with ωB97M-V/def2-TZVPD.

Output
gap between HOMO and LUMO	7.02	eV
HOMO	-2.15	eV
energy relative to the best compared isomer or geometry (same formula, charge and spin)	12.4	kJ/mol
total energy	-209.7728	Ha
net charge	-1
SMILES	NCC[O-]

Element x y z (Å)
N (-1.2633, -0.7156, 0.3900)
C (0.2083, -0.6174, 0.2147)
C (0.7085, 0.7375, -0.3371)
O (2.0302, 0.8948, -0.2772)
H (-1.6842, -0.5924, -0.5264)
H (-1.5430, 0.1184, 0.8989)
H (0.6651, -0.7162, 1.2019)
H (0.4939, -1.4362, -0.4399)
H (0.2775, 0.8269, -1.3752)
H (0.1070, 1.5003, 0.2503)

Atoms 1-3, force components in eV/Å:
N 0.052 0.052 -0.053
C -0.563 0.392 0.221
C 0.214 -0.068 -0.007

***

4.
Computed, not measured: a 2-piece molecular cluster, C4H6O2 overall, with ωB97M-V/def2-TZVPD.

Output
gap between HOMO and LUMO	11.12	eV
HOMO	-10.28	eV
energy relative to the best compared isomer or geometry (same formula, charge and spin)	264.2	kJ/mol
total energy	-306.4057	Ha
SMILES	O=C1CO1.C=C

Element x y z (Å)
O (1.1352, 1.9196, 0.5523)
C (1.5585, 0.9613, -0.0172)
C (1.4450, -0.3496, -0.6044)
O (2.6920, 0.5026, -0.5315)
H (1.0550, -0.4678, -1.6108)
H (1.4647, -1.2367, 0.0255)
C (-1.4391, -0.8319, 0.6068)
C (-1.6843, 0.3916, 0.1322)
H (-1.9091, -1.7060, 0.1717)
H (-0.7971, -0.9878, 1.4741)
H (-1.2266, 1.2646, 0.5827)
H (-2.3527, 0.5499, -0.7130)

Atoms 1-3, force components in eV/Å:
O 0.486 -0.493 -0.359
C -0.336 0.316 0.251
C -0.167 -0.098 -0.011

***

Repeat the first record exactly.
Computed, not measured: the molecule C6H6, with ωB97M-V/def2-TZVPD.

Output
gap between HOMO and LUMO	10.99	eV
HOMO	-10.02	eV
energy relative to the best compared isomer or geometry (same formula, charge and spin)	356.6	kJ/mol
total energy	-232.0905	Ha
SMILES	C#CCCC#C

Element x y z (Å)
C (0.0786, 0.1361, 3.0062)
C (0.1946, -0.2182, 1.8612)
C (0.3040, -0.5915, 0.4483)
C (0.0551, 0.6282, -0.4605)
C (0.0239, 0.2742, -1.8818)
C (-0.0250, -0.0233, -3.0475)
H (-0.0256, 0.4446, 4.0232)
H (-0.4240, -1.3763, 0.2142)
H (1.2965, -1.0092, 0.2443)
H (-0.8985, 1.0910, -0.1831)
H (0.8327, 1.3781, -0.2773)
H (-0.0753, -0.2772, -4.0835)

Atoms 1-3, force components in eV/Å:
C 0.049 -0.136 -0.436
C -0.048 0.133 0.470
C 0.004 -0.063 -0.022

***

Question: total energy of number 1 (C6H6)?
Answer: -232.0905 Ha

***

Question: Among the records above, which one has the highest gap between HOMO and LUMO?
Answer: C4H6O2